No. 1
C57H75MoN5O4P2Sb2 as an isolated structure. Source: the Open Molecules 2025 dataset; level of theory: the ωB97M-V functional and the def2-TZVPD basis.

Its total charge is +2. The calculation puts the frontier orbital gap (alpha / beta) at 0.23687 / 0.23347 hartree. For the energy above the lowest of the compared OMol25 structures with the same formula, charge and spin, the calculation gives 0.1375 eV. As for the spin multiplicity: 3. As for the HOMO energy (alpha / beta): -11.9 / -11.9 eV.

Positions of all 146 atoms, in Å:
Mo 0.741 -0.015 -0.252
C -2.515 3.744 -3.732
C -2.176 2.349 -4.267
C -2.663 2.227 -5.710
O -0.772 2.140 -4.205
C -0.467 1.405 -3.057
C -1.793 0.722 -2.649
O -2.753 1.306 -3.484
C -2.132 0.865 -1.106
O -0.960 0.638 -0.435
C -2.746 2.223 -0.744
C -3.984 2.595 -1.258
C -4.555 3.802 -0.891
C -3.926 4.626 0.026
C -2.720 4.236 0.579
C -2.130 3.042 0.193
C -3.207 -0.136 -0.668
C -3.391 -0.311 0.699
C -4.408 -1.116 1.181
C -5.252 -1.765 0.295
C -5.076 -1.591 -1.068
C -4.066 -0.773 -1.552
C 0.751 0.456 -3.310
O 0.984 -0.256 -2.135
C 0.522 -0.564 -4.433
C -0.111 -0.247 -5.624
C -0.244 -1.199 -6.621
C 0.285 -2.469 -6.467
C 0.971 -2.777 -5.303
C 1.089 -1.832 -4.299
C 2.020 1.258 -3.679
C 3.020 0.641 -4.429
C 4.225 1.272 -4.678
C 4.464 2.542 -4.187
C 3.465 3.186 -3.481
C 2.257 2.554 -3.235
H -2.153 4.479 -4.446
H -2.050 3.919 -2.765
H -3.592 3.838 -3.633
H -2.008 2.816 -6.346
H -3.677 2.607 -5.774
H -2.656 1.189 -6.029
H -0.207 2.099 -2.239
H -1.735 -0.352 -2.871
H -4.492 1.947 -1.954
H -5.501 4.094 -1.318
H -4.383 5.556 0.324
H -2.241 4.857 1.321
H -1.196 2.722 0.647
H -2.745 0.224 1.384
H -4.554 -1.227 2.245
H -6.059 -2.376 0.670
H -5.736 -2.088 -1.761
H -3.965 -0.614 -2.615
H -0.482 0.747 -5.785
H -0.752 -0.928 -7.533
H 0.188 -3.202 -7.254
H 1.420 -3.749 -5.172
H 1.657 -2.068 -3.407
H 2.854 -0.337 -4.850
H 4.985 0.762 -5.249
H 5.413 3.023 -4.360
H 3.622 4.196 -3.127
H 1.486 3.113 -2.734
C -1.338 -3.172 0.684
P -0.162 -2.344 -0.456
C -1.072 -2.725 -2.003
C 1.219 -3.516 -0.691
C 0.973 -4.880 -0.834
C 1.994 -5.757 -1.151
C 3.275 -5.271 -1.358
C 3.535 -3.921 -1.202
C 2.521 -3.032 -0.848
P 2.890 -1.281 -0.436
C 3.989 -1.603 1.012
C 4.169 -0.811 -1.659
H -1.862 -3.969 0.158
H -2.078 -2.437 0.999
H -0.848 -3.585 1.558
H -1.176 -3.809 -2.085
H -0.522 -2.363 -2.868
H -2.063 -2.279 -1.966
H -0.025 -5.265 -0.689
H 1.791 -6.813 -1.238
H 4.072 -5.949 -1.619
H 4.541 -3.564 -1.366
H 4.693 -2.398 0.770
H 3.400 -1.916 1.874
H 4.551 -0.702 1.257
H 5.082 -1.390 -1.521
H 4.396 0.248 -1.517
H 3.793 -0.940 -2.672
C 0.517 1.038 5.033
Sb -0.919 1.054 3.397
C -1.966 2.762 4.247
C -2.332 -0.473 4.155
C -2.016 -1.025 5.488
C -2.310 -0.254 6.612
C -2.063 -0.710 7.891
C -1.529 -1.974 8.069
C -1.250 -2.755 6.967
C -1.477 -2.306 5.670
C -1.140 -3.229 4.555
Sb 0.794 -2.677 3.685
C 1.396 -4.675 3.064
C 1.850 -2.769 5.577
H -0.011 1.114 5.975
H 1.196 1.880 4.942
H 1.087 0.114 5.029
H -2.124 2.587 5.307
H -2.924 2.916 3.758
H -1.366 3.660 4.129
H -2.372 -1.245 3.391
H -3.288 0.048 4.180
H -2.770 0.714 6.467
H -2.311 -0.101 8.746
H -1.349 -2.360 9.059
H -0.874 -3.758 7.113
H -1.896 -3.247 3.772
H -1.008 -4.240 4.939
H 0.938 -5.420 3.705
H 2.472 -4.762 3.152
H 1.122 -4.871 2.033
H 1.519 -3.645 6.121
H 1.632 -1.888 6.172
H 2.920 -2.839 5.407
C 3.401 4.903 0.668
N 2.229 4.141 0.284
C 1.127 4.906 -0.265
C 2.140 2.802 0.413
N 1.285 2.058 -0.211
N 3.021 2.183 1.298
C 2.659 1.097 2.055
N 3.398 0.925 3.167
N 1.691 0.303 1.712
H 3.419 5.817 0.078
H 4.320 4.365 0.437
H 3.393 5.186 1.724
H 1.080 5.858 0.258
H 0.176 4.401 -0.103
H 1.254 5.111 -1.330
H 0.697 2.619 -0.819
H 3.784 2.750 1.647
H 4.067 1.617 3.461
H 3.227 0.157 3.798
H 1.555 -0.439 2.405


No. 2
C39H45N5O2P2Tl as an isolated structure. Source: the Open Molecules 2025 dataset; level of theory: the ωB97M-V functional and the def2-TZVPD basis.

Its total charge is -1. The calculation puts the frontier orbital gap at 0.21413 hartree. For the energy above the lowest of the compared OMol25 structures with the same formula, charge and spin, the calculation gives 0.0000 eV. As for the HOMO energy: -3.4 eV.

Positions of all 94 atoms, in Å:
Tl 0.019 0.158 0.111
C 4.685 0.032 1.843
C 5.008 -0.175 0.506
C 4.218 -0.999 -0.278
C 3.109 -1.661 0.256
C 2.790 -1.440 1.594
C 3.572 -0.598 2.380
P 2.075 -2.665 -0.901
C 3.205 -4.105 -1.191
C 2.776 -5.020 -2.157
C 3.474 -6.195 -2.400
C 4.636 -6.471 -1.691
C 5.090 -5.563 -0.746
C 4.379 -4.392 -0.494
C 0.832 -3.374 0.238
C 0.985 -4.602 0.885
C 0.042 -5.004 1.824
C -1.031 -4.166 2.110
C -1.155 -2.944 1.454
C -0.247 -2.492 0.481
H 5.291 0.689 2.455
H 5.861 0.331 0.069
H 4.451 -1.125 -1.331
H 1.932 -1.938 2.031
H 3.301 -0.430 3.417
H 1.869 -4.801 -2.715
H 3.113 -6.896 -3.143
H 5.183 -7.388 -1.874
H 5.997 -5.769 -0.190
H 4.738 -3.700 0.258
H 1.833 -5.244 0.672
H 0.155 -5.949 2.344
H -1.774 -4.478 2.840
H -2.015 -2.317 1.702
O 1.989 1.282 -1.137
C 1.935 2.277 -1.922
C 2.843 3.382 -1.779
C 2.836 4.466 -2.623
C 1.920 4.549 -3.683
C 1.023 3.511 -3.848
C 0.999 2.390 -3.011
C 0.036 1.320 -3.287
N -0.544 0.481 -2.450
C -1.377 -0.326 -3.193
C -1.313 0.021 -4.504
N -0.413 1.067 -4.551
H 3.545 3.313 -0.955
H 3.546 5.273 -2.468
H 1.907 5.403 -4.347
H 0.284 3.593 -4.642
H -1.958 -1.109 -2.728
H -1.803 -0.364 -5.382
H -0.079 1.531 -5.373
O -2.333 1.627 1.475
P -2.179 2.513 2.646
N -1.589 1.782 4.033
C -2.539 0.858 4.704
C -1.621 -0.030 5.532
C -0.438 -0.263 4.586
C -0.291 1.070 3.842
N -1.135 3.769 2.348
C -0.350 4.427 3.404
C 1.139 4.219 3.011
C 1.105 3.524 1.632
C -0.308 3.792 1.124
N -3.633 3.135 3.166
C -4.854 2.945 2.352
C -5.626 4.250 2.551
C -5.212 4.679 3.961
C -3.723 4.351 3.978
H -3.087 0.246 3.977
H -3.259 1.417 5.298
H -2.113 -0.954 5.842
H -1.293 0.509 6.426
H -0.669 -1.062 3.878
H 0.475 -0.538 5.113
H -0.080 0.900 2.784
H 0.518 1.674 4.258
H -0.596 4.005 4.379
H -0.588 5.495 3.426
H 1.664 3.615 3.752
H 1.648 5.183 2.952
H 1.242 2.446 1.732
H 1.868 3.894 0.947
H -0.653 3.054 0.406
H -0.375 4.785 0.666
H -5.433 2.095 2.731
H -4.607 2.739 1.314
H -6.702 4.115 2.443
H -5.293 4.996 1.825
H -5.736 4.065 4.699
H -5.412 5.728 4.177
H -3.338 4.181 4.988
H -3.146 5.171 3.532


No. 3
C18H36FO18Tl as an isolated structure. Source: the Open Molecules 2025 dataset; level of theory: the ωB97M-V functional and the def2-TZVPD basis.

Its total charge is +2. The calculation puts the frontier orbital gap at 0.13948 hartree. For the energy above the lowest of the compared OMol25 structures with the same formula, charge and spin, the calculation gives 0.0000 eV. As for the HOMO energy: -15.9 eV.

Positions of all 74 atoms, in Å:
Tl 0.534 0.750 0.049
F 2.947 1.801 0.857
C -0.603 0.498 4.987
O 0.373 1.540 5.014
C 0.775 2.097 3.868
O 0.311 1.943 2.749
O 1.787 2.864 4.197
C 2.128 3.907 3.263
H -0.081 -0.446 4.810
H -1.391 0.602 4.244
H -1.036 0.334 5.971
H 2.991 4.398 3.704
H 1.349 4.664 3.163
H 2.371 3.493 2.285
C 4.948 -1.048 0.765
O 4.362 -2.311 0.371
C 3.065 -2.364 0.192
O 2.298 -1.406 0.133
O 2.588 -3.585 0.204
C 3.393 -4.775 0.454
H 5.787 -1.199 1.438
H 4.135 -0.581 1.319
H 5.248 -0.430 -0.078
H 4.308 -4.708 -0.127
H 2.776 -5.636 0.212
H 3.581 -4.852 1.524
C -0.764 -5.078 -0.134
O -0.609 -3.679 -0.278
C -1.052 -2.839 0.638
O -0.736 -1.656 0.627
O -1.804 -3.456 1.547
C -2.270 -2.645 2.647
H -0.151 -5.503 -0.929
H -1.735 -5.559 -0.242
H -0.281 -5.400 0.789
H -3.075 -1.956 2.401
H -1.491 -2.162 3.236
H -2.665 -3.319 3.407
C -4.359 -0.035 -3.444
O -3.164 0.167 -2.720
C -2.698 1.341 -2.310
O -1.755 1.446 -1.564
O -3.306 2.334 -2.946
C -3.081 3.685 -2.510
H -4.442 0.664 -4.278
H -5.288 0.172 -2.910
H -4.343 -1.074 -3.762
H -3.757 4.342 -3.057
H -2.082 4.075 -2.691
H -3.455 3.814 -1.496
C 1.875 -2.472 -3.651
O 0.477 -2.767 -3.488
C -0.307 -1.957 -2.834
O 0.021 -0.914 -2.283
O -1.587 -2.284 -2.878
C -2.117 -3.421 -3.549
H 1.887 -1.697 -4.418
H 2.381 -3.369 -3.992
H 2.285 -2.062 -2.729
H -1.544 -4.290 -3.228
H -2.181 -3.220 -4.618
H -3.148 -3.603 -3.248
C -2.200 4.832 0.932
O -0.922 5.461 0.875
C 0.151 4.779 0.548
O 0.200 3.581 0.341
O 1.161 5.638 0.531
C 2.371 5.209 -0.017
H -2.655 4.623 1.898
H -2.224 3.903 0.362
H -2.833 5.530 0.385
H 2.996 4.513 0.550
H 3.061 6.048 -0.092
H 2.269 4.709 -0.981


| no. | strongest force on any atom (eV/A) | E (eV) |
| --- | --- | --- |
| 1 | 2.3 | -109464.8904 |
| 2 | 0.4 | -75993.5543 |
| 3 | 2.8 | -63494.0049 |